A molecular structure, C18H45N3NaO6 at a distorted geometry. Source: the Open Molecules 2025 dataset; level of theory: the ωB97M-V functional and the def2-TZVPD basis.

Element x y z (Å)
Na1 0.46490 0.21523 -0.33021
C1 -4.63979 -2.86821 -0.85799
O1 -3.50320 -2.48292 -0.13414
C2 -2.35510 -2.83684 -0.94631
C3 -1.08640 -2.05770 -0.49328
N1 -0.99155 -0.68113 -0.85842
C4 -2.01830 0.18585 -0.21894
C5 -1.70794 1.64171 -0.44120
O2 -0.43450 1.96941 0.10166
C6 -0.31648 3.37929 0.19312
H1 -5.49898 -2.50285 -0.29550
H2 -4.69678 -3.95661 -0.84288
H3 -4.69715 -2.53926 -1.89559
H4 -2.51076 -2.56778 -1.99105
H5 -2.11939 -3.89321 -0.81744
H6 -0.26531 -2.53909 -1.02451
H7 -1.10586 -2.20632 0.58636
H8 -1.15696 -0.54166 -1.84498
H9 -2.04030 0.16788 0.87070
H10 -3.04243 0.05502 -0.56843
H11 -2.49307 2.27092 -0.02195
H12 -1.70047 1.87492 -1.50593
H13 0.68504 3.60398 0.55993
H14 -1.04111 3.93616 0.78718
H15 -0.39155 3.80194 -0.80879
C7 1.89505 -2.86151 0.98434
O3 1.76871 -1.79198 0.01899
C8 1.78861 -2.21345 -1.37453
C9 1.67031 -1.05253 -2.32138
N2 0.31821 -0.44195 -2.38763
C10 0.24547 0.95804 -3.02717
C11 1.31827 1.96941 -2.55598
O4 1.02791 2.32407 -1.20057
C12 1.84527 3.37251 -0.70541
H16 1.89502 -2.39119 1.96764
H17 2.75660 -3.51030 0.82651
H18 0.98396 -3.44624 0.85740
H19 1.04303 -2.97405 -1.60628
H20 2.73000 -2.74832 -1.50032
H21 1.97898 -1.49561 -3.26822
H22 2.34704 -0.25324 -2.01926
H23 -0.40500 -1.02808 -2.77941
H24 -0.68248 1.47585 -2.78448
H25 0.40707 0.89187 -4.10310
H26 1.36829 2.82890 -3.22445
H27 2.29208 1.47981 -2.56264
H28 1.55686 4.33458 -1.12891
H29 2.89614 3.16451 -0.90669
H30 1.71865 3.42477 0.37595
C13 -2.95811 0.64319 3.74577
O5 -2.07150 0.15929 2.76091
C14 -0.93068 -0.50410 3.29900
C15 0.00266 -0.95062 2.24469
N3 0.16961 0.18513 1.34306
C16 1.07883 1.26013 1.72816
C17 2.55322 1.00893 1.34438
O6 2.72137 0.70858 -0.07045
C18 4.05737 0.40232 -0.47396
H31 -3.49082 -0.13235 4.29607
H32 -3.70862 1.28821 3.28881
H33 -2.46293 1.26714 4.48981
H34 -1.19591 -1.35316 3.92896
H35 -0.40518 0.26039 3.87129
H36 -0.55190 -1.64762 1.61640
H37 0.88071 -1.50251 2.58018
H38 -0.75581 0.58897 1.36782
H39 1.01971 1.53331 2.78172
H40 0.65458 2.14287 1.24975
H41 3.01663 0.30573 2.03638
H42 2.99584 1.99985 1.44570
H43 4.20594 -0.64156 -0.19762
H44 4.85452 0.90375 0.07487
H45 4.21986 0.62955 -1.52755

Cartesian forces (eV/Å) of the 3 atoms listed first:
7.68 2.30 -7.07
-1.10 -0.67 0.99
1.58 0.21 -1.56

E = -1490.03868 Eh
E_LUMO = -2.07 eV
Kohn-Sham gap = 8.385 eV
Net charge = +1
Spin multiplicity = 1

Here are the Löwdin charges for atoms 1 to 5, given in e: 0.095 -0.127 -0.176 -0.160 -0.167

---

A molecular structure, C18H46AlBrClF4KMgN2O11S2Si at a distorted geometry. Source: the Open Molecules 2025 dataset; level of theory: the ωB97M-V functional and the def2-TZVPD basis.

Element x y z (Å)
C1 1.70793 1.28306 0.51919
Si1 2.38457 0.54218 -1.12604
C2 1.19877 0.91280 -2.60959
C3 2.56804 -1.37051 -0.83639
C4 4.20460 1.15258 -1.48023
C5 4.33489 2.59264 -2.17901
C6 5.46134 3.17249 -1.20004
C7 5.39801 2.42698 0.18545
N1 4.72323 1.33282 -0.07884
H1 2.40321 2.02047 1.01161
H2 1.55829 0.43501 1.24428
H3 0.75931 1.85113 0.27934
H4 0.37413 1.57039 -2.18730
H5 0.78906 -0.10031 -2.92095
H6 1.74298 1.42033 -3.46177
H7 2.05272 -1.59097 0.13994
H8 3.66609 -1.64514 -0.72325
H9 2.09531 -1.87381 -1.72411
H10 4.84715 0.43464 -2.08095
H11 4.75669 2.63132 -3.21635
H12 3.40784 3.23299 -2.03006
H13 6.42819 2.68682 -1.64212
H14 5.65423 4.27944 -1.19289
H15 5.82661 2.74240 1.17246
H16 4.44617 0.58593 0.56166
O1 1.18808 4.77129 -1.56351
H17 1.37964 3.82658 -1.56998
H18 1.99750 5.17818 -1.89273
C8 3.28825 1.82745 6.77176
O2 3.60746 0.49389 7.13433
C9 2.49039 -0.23106 7.64596
C10 2.11284 -1.35989 6.69269
N2 1.53880 -0.83109 5.45636
C11 1.37980 -1.83662 4.40620
C12 2.65876 -2.45489 3.82697
O3 3.46020 -1.53573 3.09335
C13 4.38774 -0.79880 3.87963
H19 4.21397 2.33291 6.49395
H20 2.61252 1.84803 5.91105
H21 2.83870 2.36443 7.61214
H22 1.63510 0.42100 7.84869
H23 2.80587 -0.66945 8.59686
H24 1.38277 -2.01388 7.17893
H25 3.01932 -1.94177 6.49057
H26 2.13782 -0.09472 5.10276
H27 0.84341 -1.34848 3.58587
H28 0.72750 -2.63583 4.77556
H29 2.34912 -3.21683 3.10325
H30 3.25397 -2.98245 4.57955
H31 4.74389 -1.36501 4.74321
H32 3.94461 0.14632 4.20331
H33 5.24587 -0.55709 3.24917
Br1 8.41277 2.18831 -1.75991
O4 -2.89891 -0.12263 -0.25487
S1 -3.66866 0.17187 -1.44084
O5 -3.03775 0.49273 -2.69058
O6 -4.75274 1.30668 -1.09369
C14 -4.29090 2.55291 -0.55566
C15 -3.62073 3.41206 -1.61253
C16 -4.80416 -1.15677 -1.71695
H34 -3.62313 2.37793 0.29219
H35 -5.16896 3.07507 -0.17312
H36 -2.70071 2.95029 -1.97552
H37 -3.36489 4.39266 -1.20769
H38 -4.27821 3.54338 -2.47482
H39 -5.31586 -1.39362 -0.78157
H40 -4.22703 -2.01812 -2.05929
H41 -5.51600 -0.86215 -2.48851
F1 -6.14167 -2.62285 1.11052
Al1 -5.28344 -4.15138 1.04139
F2 -3.91471 -4.10784 2.17739
F3 -4.65466 -4.40734 -0.58921
F4 -6.35425 -5.46401 1.48468
K1 -2.40368 -5.57731 2.16927
C17 -4.28984 -1.02230 -6.82356
C18 -4.64044 0.24514 -6.06584
O7 -6.04011 0.42451 -6.28317
S2 -6.75388 -1.02472 -6.41139
O8 -7.32596 -1.33907 -5.14190
O9 -7.51151 -1.04882 -7.62216
O10 -5.39398 -1.91214 -6.62918
H42 -4.19704 -0.82178 -7.89434
H43 -3.37140 -1.48353 -6.45934
H44 -4.08520 1.11029 -6.42517
H45 -4.47153 0.12587 -4.99207
Cl1 -5.69761 -3.50161 -4.84645
Mg1 -2.63931 -2.76496 -1.48599
O11 -2.62679 -5.07712 -4.90758
H46 -3.38038 -4.55182 -5.19244

Cartesian forces (eV/Å) of the 3 atoms listed first:
0.21 0.57 -0.06
-0.07 -0.89 -0.53
0.20 -0.10 0.61

E = -7212.48463 Eh
E_LUMO = -4.17 eV
Kohn-Sham gap = 3.161 eV
Net charge = 0
Spin multiplicity = 1

Here are the Löwdin charges for atoms 1 to 5, given in e: -0.174 0.596 -0.173 -0.184 -0.284

---

A molecular structure, C18H46BaF6HgN2O20S3Zn at a distorted geometry. Source: the Open Molecules 2025 dataset; level of theory: the ωB97M-V functional and the def2-TZVPD basis.

Element x y z (Å)
Ba1 2.38251 -0.07700 -2.25158
Hg1 -3.04158 -1.18956 -2.73985
Zn1 -0.88277 -2.57298 1.72324
S1 -0.39740 -0.86799 -0.21246
O1 0.55776 0.20808 -0.55256
O2 -1.07421 -0.70410 1.08605
O3 -1.39635 -1.13114 -1.27123
O4 0.30712 -2.14743 0.10222
C1 -4.47152 -4.67867 -0.09522
F1 -5.06888 -3.65381 0.50924
F2 -4.32907 -5.64708 0.78887
F3 -5.21644 -5.07240 -1.11242
S2 -2.77952 -4.18440 -0.70266
O5 -3.11788 -3.21641 -1.78094
O6 -2.07593 -3.66014 0.45453
O7 -2.22232 -5.41394 -1.17343
C2 -3.22767 -0.18405 4.21041
F4 -2.04734 0.44561 4.13549
F5 -3.90062 0.24834 5.25143
F6 -3.90673 0.10545 3.08190
S3 -2.97603 -2.02934 4.29468
O8 -2.36590 -2.36677 2.99209
O9 -1.99717 -2.23250 5.33670
O10 -4.27401 -2.55403 4.52845
C3 3.28284 -0.92855 1.21572
C4 4.05683 0.35871 1.05119
O11 3.47417 1.25251 0.09491
O12 3.29794 -1.60992 -0.05243
H1 2.24592 -0.79120 1.52996
H2 3.80814 -1.57322 1.92402
H3 5.04521 0.09571 0.66444
H4 4.30385 0.90600 1.96264
H5 2.67124 1.65730 0.48553
H6 3.09801 -2.55996 0.06657
C5 2.14005 -4.88166 -0.84381
C6 2.63009 -4.19119 -2.07815
O13 1.80219 -3.04737 -2.45576
O14 2.12722 -3.99879 0.27656
H7 2.73608 -5.75774 -0.59053
H8 1.12777 -5.28136 -0.99269
H9 2.66200 -4.85078 -2.94998
H10 3.62968 -3.75624 -2.05093
H11 0.93933 -3.41572 -2.68228
H12 1.44310 -3.33724 0.05918
C7 0.09026 3.36359 0.94072
C8 0.67318 4.60515 1.55466
O15 1.07517 4.39440 2.89170
O16 1.08345 2.32501 0.92206
H13 -0.16540 3.52746 -0.11644
H14 -0.83323 3.10608 1.46727
H15 -0.04482 5.43224 1.57584
H16 1.46336 5.08808 0.95970
H17 1.90715 3.91354 2.91000
H18 0.64304 1.58945 0.46783
C9 0.23351 -4.19996 3.85804
C10 1.13637 -2.99969 3.88698
O17 0.49531 -1.87174 3.29245
O18 -0.21065 -4.32667 2.49279
H19 -0.64879 -3.99294 4.47237
H20 0.66636 -5.08551 4.31907
H21 2.06195 -3.26802 3.36011
H22 1.44707 -2.79736 4.91334
H23 0.75183 -1.05055 3.71905
H24 -0.35059 -5.22042 2.16865
C11 -3.62152 0.83900 0.02119
C12 -4.41893 1.44959 -1.11749
C13 -4.29843 2.96264 -1.08646
O19 -2.95643 3.32996 -1.24420
C14 -2.76680 4.72711 -1.03855
N1 -3.95468 0.92207 -2.43707
H25 -2.56906 1.12414 0.03105
H26 -3.60319 -0.25520 0.06756
H27 -4.05769 1.13806 0.97240
H28 -5.45479 1.16747 -0.93129
H29 -4.73690 3.37870 -0.17525
H30 -4.94718 3.33140 -1.90018
H31 -1.84890 5.00163 -1.55616
H32 -2.69561 4.95736 0.02634
H33 -3.55513 5.34428 -1.47798
H34 -3.18255 1.53822 -2.71792
H35 -4.67013 1.22502 -3.10506
C15 4.95154 4.17149 -3.22360
C16 3.95456 3.20461 -2.59819
C17 2.60926 3.40487 -3.27326
O20 1.62940 2.59696 -2.59721
C18 0.36246 2.66479 -3.25560
N2 4.47256 1.82506 -2.82900
H36 4.83471 5.24035 -3.03893
H37 5.00560 4.10154 -4.31685
H38 5.97207 3.91532 -2.92680
H39 3.84866 3.32205 -1.52057
H40 2.64271 3.13372 -4.33503
H41 2.37818 4.46907 -3.17987
H42 -0.35714 2.15379 -2.61616
H43 0.39138 2.18121 -4.24294
H44 0.09889 3.70739 -3.44016
H45 5.40124 1.82482 -2.41320
H46 4.66764 1.65632 -3.81681

Cartesian forces (eV/Å) of the 3 atoms listed first:
1.09 -0.39 0.77
-1.02 0.05 1.91
-0.57 -0.60 1.54

E = -6079.36449 Eh
E_LUMO = -8.50 eV
Kohn-Sham gap = 4.622 eV
Net charge = +2
Spin multiplicity = 1

Here are the Löwdin charges for atoms 1 to 5, given in e: 2.034 1.352 0.620 0.354 -0.560

---

Question: Kohn-Sham gap of number 2 (C18H46AlBrClF4KMgN2O11S2Si)?
Answer: 3.161 eV

---

Question: Which of these has the highest E?
Answer: C18H45N3NaO6

---

Question: The lowest Kohn-Sham gap belongs to which entry?
Answer: C18H46AlBrClF4KMgN2O11S2Si

---

Question: What is the net charge in the first record?
Answer: +1